{
  "formula": "C3H12NO4",
  "method": "ωB97M-V with the def2-TZVPD basis set",
  "species": ["O", "C", "O", "C", "C", "N", "H", "H", "H", "H", "H", "H", "H", "H", "H", "H", "O", "H", "H", "O"],
  "coordinates": [[-0.114806, -1.791427, -2.057779], [0.094487, -1.035890, -1.119629], [1.083836, -1.451713, -0.196163], [-0.561158, 0.249889, -0.863314], [-2.068082, -0.075517, -1.222573], [-0.398693, 0.714305, 0.635189], [1.351549, -2.434121, -0.434854], [-0.012510, 1.053293, -1.527522], [-2.694816, 0.953452, -1.144709], [-1.960403, -0.375760, -2.279701], [-2.408247, -0.933257, -0.713110], [0.751244, 1.030245, 0.654552], [-0.527044, -0.090143, 1.299311], [-0.936986, 1.617285, 0.699453], [1.905956, 3.012303, 0.162346], [2.810282, 1.930610, -0.055874], [1.810921, 2.061467, -0.104259], [-0.085263, -1.825964, 2.767864], [1.369802, -1.538242, 2.842385], [0.589931, -1.070816, 2.658385]],
  "atomic_forces_ev_per_a": [[-0.30, 1.26, 0.54], [2.39, -3.56, 0.25], [-0.30, -1.31, -0.96], [-0.72, 0.64, 0.59], [1.03, 4.23, -1.57], [3.21, -0.13, -2.38], [-0.89, 2.96, 0.24], [-1.35, -0.97, 1.25], [1.14, -2.72, 0.01], [-0.57, 0.32, 0.31], [-0.67, -0.56, 1.01], [-2.95, -0.36, 0.20], [-0.19, 1.08, -0.38], [0.12, -0.69, 0.60], [-1.23, -0.33, -0.11], [-1.18, -0.88, -0.32], [2.59, 1.08, 0.41], [1.20, 1.78, -0.23], [2.17, -0.72, 0.27], [-3.51, -1.13, 0.26]],
  "orbital_gap_ev": [3.4, 10.7],
  "multiplicity": 2,
  "s_squared": 0.751,
  "lumo_ha": [0.014, 0.004],
  "homo_ev": [-3.1, -10.5]
}

=====

{
  "formula": "C3H12NO4",
  "method": "ωB97M-V with the def2-TZVPD basis set",
  "species": ["C", "C", "O", "N", "C", "O", "H", "H", "H", "H", "H", "H", "H", "H", "H", "H", "O", "H", "H", "O"],
  "coordinates": [[0.966803, 1.070038, 1.106357], [2.102884, 0.898051, 0.106629], [2.995581, -0.002842, 0.691475], [0.283280, -0.199084, 1.276829], [-0.157591, -0.927373, -0.056395], [-1.259177, -0.228953, -0.366899], [0.387848, 1.992180, 0.695745], [1.359312, 1.352038, 2.148817], [1.739767, 0.509400, -0.881755], [2.545727, 1.904504, -0.055815], [2.453254, -0.704802, 1.112330], [-0.599559, -0.069261, 1.791340], [0.652545, -0.799456, -0.855654], [-0.273979, -1.948347, 0.295392], [-2.764485, -0.778278, 0.100810], [-3.589473, -1.966174, -0.064805], [-3.761436, -1.109506, 0.263435], [-0.389006, 0.410695, -2.872122], [-1.379329, 0.195829, -1.644188], [-1.312965, 0.401341, -2.791526]],
  "atomic_forces_ev_per_a": [[-0.10, 2.31, -0.36], [-0.41, 0.46, 0.42], [0.59, -0.94, 0.06], [-1.44, 0.32, -1.59], [1.30, 0.67, 0.15], [0.45, -0.34, 1.06], [0.08, -1.73, 0.97], [-0.37, -0.29, -1.55], [0.32, 0.74, 0.72], [0.17, -0.85, 0.11], [0.62, 0.54, -0.35], [0.49, -0.24, 0.12], [-1.05, -0.57, 1.38], [-0.33, -0.26, -0.43], [-3.16, -0.27, 0.60], [-0.50, -1.95, -0.57], [3.24, 2.08, 0.06], [2.13, 0.11, -0.59], [0.07, 0.92, -3.87], [-2.11, -0.71, 3.66]],
  "orbital_gap_ev": [11.0, 6.6],
  "multiplicity": 2,
  "s_squared": 0.760,
  "lumo_ha": [0.016, -0.139],
  "homo_ev": [-10.6, -10.4]
}

=====

{
  "formula": "C3H12NO4",
  "method": "ωB97M-V with the def2-TZVPD basis set",
  "species": ["C", "C", "C", "O", "O", "N", "H", "H", "H", "H", "H", "H", "H", "H", "H", "H", "O", "H", "H", "O"],
  "coordinates": [[0.711758, -0.127250, -1.408108], [-0.223637, 1.063009, -1.089405], [-1.558471, 0.639071, -0.594334], [-2.442932, 1.640310, -0.547467], [-1.814186, -0.507284, -0.275381], [1.131851, -0.799991, -0.138607], [0.175087, -0.770484, -2.089315], [1.575722, 0.378339, -1.827456], [-0.375459, 1.523376, -2.074158], [0.268831, 1.826904, -0.491832], [-3.318518, 1.367808, -0.239661], [0.291033, -0.920050, 0.446521], [1.750027, -0.135748, 0.353499], [1.642207, -1.674686, -0.216582], [-0.741378, -3.295687, 1.591995], [-1.556457, -2.014293, 1.127206], [-0.664422, -2.392830, 1.272965], [1.393316, 0.987090, 2.643203], [2.194891, 1.969919, 1.827991], [1.560736, 1.242476, 1.728924]],
  "atomic_forces_ev_per_a": [[-0.44, 1.50, 0.57], [0.65, -0.25, -1.19], [-1.17, -0.30, 0.75], [0.67, 0.07, -0.22], [0.15, 0.68, -0.16], [0.08, 0.99, -0.04], [0.38, -0.55, 0.00], [0.27, -0.68, -0.41], [-0.12, 0.16, 0.19], [-0.24, -0.05, 0.32], [0.06, -0.36, 0.06], [0.25, -0.74, 0.01], [-0.32, -0.12, 0.27], [-0.33, -0.26, -0.28], [-0.24, 0.04, 0.07], [0.60, -0.64, 0.09], [-0.35, 0.47, -0.05], [-0.15, -0.15, 0.05], [-0.16, -0.12, -0.18], [0.42, 0.31, 0.15]],
  "orbital_gap_ev": 11.8,
  "multiplicity": 1,
  "lumo_ha": -0.108,
  "charge": 1,
  "homo_ev": -14.7
}

=====

{
  "formula": "C3H12NOSi",
  "method": "ωB97M-V with the def2-TZVPD basis set",
  "species": ["C", "C", "C", "N", "O", "Si", "H", "H", "H", "H", "H", "H", "H", "H", "H", "H", "H", "H"],
  "coordinates": [[-0.192398, -2.313193, 0.470617], [-1.376822, -0.082559, -1.214186], [0.478094, 2.272234, 1.037867], [0.876830, 0.882640, 1.005898], [0.990035, -0.860603, -2.346000], [0.226505, -0.941623, -0.875373], [0.182299, 2.621921, 2.046943], [-0.578417, -3.281369, 0.045501], [0.691255, -2.617267, 1.004463], [-1.496579, 0.585859, -2.103116], [-2.058745, -1.036827, -1.432659], [-1.687707, 0.369691, -0.291157], [1.287452, 2.846513, 0.708365], [-0.448506, 2.502802, 0.435503], [0.311567, 0.442230, 1.751814], [1.910671, 0.827256, 0.994468], [-0.898330, -1.843485, 1.242841], [1.782795, -0.374221, -2.481790]],
  "atomic_forces_ev_per_a": [[0.28, 0.49, -0.32], [-0.85, -1.92, -1.21], [-2.47, 0.93, 0.04], [-0.42, -1.56, -0.91], [-0.76, -1.08, 2.31], [-2.18, 0.94, -0.26], [0.51, -0.38, -0.29], [0.01, 1.24, 0.09], [0.49, -0.05, 0.35], [0.42, -0.51, 0.94], [1.06, 1.94, 0.56], [-0.64, 0.27, 0.30], [0.93, 1.16, -0.62], [1.10, -0.45, 0.19], [1.60, -0.39, -0.39], [-1.14, -0.47, 1.04], [0.79, -0.60, -1.43], [1.28, 0.45, -0.40]],
  "orbital_gap_ev": 9.9,
  "multiplicity": 1,
  "lumo_ha": -0.174,
  "charge": 1,
  "homo_ev": -14.7
}

=====

{
  "formula": "C3H12NP2",
  "method": "ωB97M-V with the def2-TZVPD basis set",
  "species": ["C", "C", "C", "N", "P", "P", "H", "H", "H", "H", "H", "H", "H", "H", "H", "H", "H", "H"],
  "coordinates": [[-0.162324, -0.059713, 1.542565], [-0.553983, 1.321554, -0.260243], [0.432353, -0.739536, -0.648061], [-0.513127, -0.062379, 0.121794], [2.738949, -0.098848, -0.015131], [-2.273256, -0.691207, -0.189862], [-0.074759, -1.197820, 1.791174], [0.917926, 0.321710, 1.576679], [-0.737722, 0.454414, 2.361060], [-1.004533, 1.601934, -1.305249], [-1.015064, 1.845682, 0.604996], [0.445593, 1.652591, -0.286611], [0.259824, -0.479681, -1.625855], [0.587208, -1.742996, -0.345655], [2.951444, -1.560150, -0.035710], [2.825957, -0.318277, -1.441010], [-2.909612, 0.563768, -0.388297], [-1.914875, -0.811048, -1.456585]],
  "atomic_forces_ev_per_a": [[2.57, -2.86, 2.29], [-1.24, 3.10, -1.16], [4.03, -0.24, 1.93], [-2.81, 1.46, 1.37], [-2.36, -2.42, -2.35], [-0.47, -0.53, 2.26], [-0.22, 2.06, 0.04], [-1.68, -0.33, 0.16], [-0.17, -0.36, -1.62], [0.56, -0.94, 2.14], [-0.19, 0.09, -1.16], [1.38, 0.57, -0.06], [0.17, -0.01, -2.45], [-0.32, -0.99, -0.26], [-0.09, 1.05, 0.66], [0.37, 0.77, 0.43], [0.29, -0.11, 0.14], [0.20, -0.30, -2.38]],
  "orbital_gap_ev": 9.4,
  "multiplicity": 1,
  "lumo_ha": -0.159,
  "charge": 1,
  "homo_ev": -13.7
}

=====

{
  "formula": "C3H12NS",
  "method": "ωB97M-V with the def2-TZVPD basis set",
  "species": ["C", "N", "H", "H", "H", "H", "H", "H", "C", "S", "C", "H", "H", "H", "H", "H", "H"],
  "coordinates": [[0.666835, 2.103650, -1.754053], [1.276880, 0.724920, -1.725753], [1.261054, 2.773562, -1.138997], [-0.359085, 2.068115, -1.392713], [0.774347, 2.430152, -2.784117], [2.240009, 0.652772, -1.405522], [0.686177, 0.045913, -1.194297], [1.200507, 0.391073, -2.686736], [-2.017284, -1.257705, 0.871957], [-0.341241, -0.422457, 0.629420], [0.296238, -1.182677, 2.233573], [-2.621247, -1.136694, -0.015890], [-1.711532, -2.293912, 0.980516], [-2.521267, -0.912881, 1.773123], [-0.274128, -0.755159, 3.060067], [1.350851, -0.979754, 2.384948], [0.092887, -2.248918, 2.164472]],
  "atomic_forces_ev_per_a": [[1.07, 0.03, 0.11], [-0.75, 0.05, -1.12], [-0.08, -0.12, 0.18], [-0.09, -0.25, -0.12], [-0.44, 0.23, 0.04], [-0.09, 0.15, 0.18], [-0.25, 0.04, 0.66], [0.41, -0.23, 0.18], [1.22, -0.12, -0.07], [-0.18, 0.16, 0.33], [-0.62, 0.14, -0.22], [0.00, 0.20, -0.09], [-0.50, -0.29, 0.04], [0.04, 0.15, -0.04], [0.01, -0.04, 0.04], [0.01, 0.05, -0.29], [0.23, -0.14, 0.18]],
  "orbital_gap_ev": [2.6, 8.1],
  "multiplicity": 2,
  "s_squared": 0.751,
  "lumo_ha": [0.002, 0.006],
  "homo_ev": [-2.5, -8.0]
}

=====

Energy: -12981.5107, -12981.3757, -12980.5359, -14714.2691, -23362.3907, -15626.5584 (eV)